The following is a quantum chemistry calculation of a 8-piece molecular cluster, C29H64Br14INO2S2Si2 overall at a distorted geometry, from OMol25.

Last column: Löwdin charge in e.
Geometry (Å):
C: 5.610 -1.939 2.106  -0.160
C: 4.219 -1.537 1.599  -0.273
C: 4.077 -0.005 1.608  -0.225
C: 2.647 0.565 1.472  -0.196
C: 2.137 1.240 2.766  -0.222
C: 1.072 2.317 2.566  -0.216
C: -0.350 1.815 2.190  -0.215
C: -1.443 2.202 3.220  -0.270
C: -2.488 1.112 3.525  -0.322
Si: -3.969 1.058 2.419  -0.279
S: -5.233 2.604 3.198  0.463
I: -3.564 1.678 0.081  0.554
O: -4.787 -0.359 2.638  -0.380
Si: -4.819 -1.760 1.719  0.191
S: -2.910 -2.348 0.941  0.541
C: -6.091 -1.572 0.361  -0.253
C: -5.771 -2.106 -1.056  -0.255
C: -6.081 -3.631 -1.219  -0.185
C: -4.872 -4.621 -1.224  -0.288
N: -3.802 -4.295 -2.184  -0.011
C: -5.385 -3.083 2.938  -0.281
O: -5.226 -4.386 2.379  -0.271
C: -4.225 -5.219 2.944  -0.119
H: 5.691 -1.670 3.172  0.025
H: 6.376 -1.348 1.578  0.066
H: 5.845 -2.999 1.982  0.005
H: 3.455 -1.993 2.251  0.107
H: 4.069 -1.935 0.577  0.103
H: 4.498 0.349 2.561  0.065
H: 4.725 0.395 0.810  0.101
H: 1.958 -0.243 1.173  0.110
H: 2.636 1.323 0.668  0.109
H: 2.995 1.729 3.252  0.105
H: 1.747 0.469 3.461  0.120
H: 1.018 2.914 3.490  0.101
H: 1.438 3.009 1.780  0.110
H: -0.606 2.265 1.216  0.072
H: -0.362 0.720 2.043  0.108
H: -1.958 3.143 2.949  0.103
H: -0.927 2.410 4.172  0.102
H: -2.017 0.121 3.649  0.088
H: -2.960 1.355 4.500  0.066
H: -5.769 3.049 2.059  -0.208
H: -2.334 -2.757 2.078  -0.175
H: -6.298 -0.485 0.321  0.068
H: -7.009 -2.051 0.740  0.085
H: -6.408 -1.557 -1.778  0.088
H: -4.733 -1.874 -1.343  0.077
H: -6.783 -3.936 -0.419  0.105
H: -6.621 -3.775 -2.173  0.103
H: -4.463 -4.687 -0.202  0.070
H: -5.265 -5.623 -1.483  0.100
H: -4.074 -3.570 -2.838  0.056
H: -2.942 -4.008 -1.717  0.041
H: -4.895 -2.970 3.920  0.088
H: -6.466 -2.920 3.117  0.097
H: -4.641 -6.229 3.106  0.090
H: -3.363 -5.310 2.255  0.077
H: -3.874 -4.830 3.913  0.085
Br: 6.527 3.530 -0.064  0.610
C: 7.665 2.367 -1.139  -0.706
C: 7.238 2.312 -2.585  -0.689
Br: 5.647 1.229 -2.874  0.639
H: 7.652 1.394 -0.656  0.038
H: 8.663 2.794 -1.068  0.045
H: 8.017 1.845 -3.185  0.008
H: 7.011 3.297 -2.983  0.053
Br: 2.925 -4.962 -1.494  0.606
C: 4.749 -5.412 -1.004  -0.702
C: 4.807 -6.355 0.171  -0.688
Br: 4.415 -5.442 1.841  0.653
H: 5.258 -4.474 -0.798  0.046
H: 5.185 -5.879 -1.884  0.057
H: 5.815 -6.751 0.282  0.058
H: 4.100 -7.175 0.085  0.049
Br: -3.724 0.853 -4.169  0.584
C: -5.255 1.686 -5.026  -0.736
C: -6.554 1.175 -4.464  -0.690
Br: -6.964 -0.621 -5.086  0.605
H: -5.156 1.498 -6.091  0.013
H: -5.150 2.750 -4.834  0.017
H: -7.380 1.801 -4.795  0.060
H: -6.540 1.129 -3.379  0.045
Br: 9.431 1.016 -5.692  0.622
C: 8.083 1.740 -6.896  -0.685
C: 6.710 1.204 -6.592  -0.710
Br: 6.492 -0.631 -7.189  0.611
H: 8.408 1.497 -7.903  0.049
H: 8.109 2.818 -6.752  0.058
H: 5.953 1.780 -7.122  0.062
H: 6.494 1.208 -5.527  -0.030
Br: -7.676 3.009 8.980  0.603
C: -7.150 4.406 7.735  -0.703
C: -6.406 3.857 6.547  -0.721
Br: -4.585 3.350 6.995  0.597
H: -6.553 5.115 8.300  0.048
H: -8.075 4.879 7.413  0.058
H: -6.316 4.615 5.772  0.053
H: -6.880 2.972 6.133  0.042
Br: -3.441 4.072 -6.818  0.653
C: -2.548 2.841 -8.028  -0.680
C: -3.178 2.849 -9.395  -0.694
Br: -4.883 1.914 -9.398  0.615
H: -2.594 1.861 -7.561  0.048
H: -1.513 3.172 -8.077  0.060
H: -2.546 2.322 -10.106  0.059
H: -3.374 3.856 -9.751  0.049
Br: 9.717 1.796 1.895  0.624
C: 8.721 2.745 3.277  -0.682
C: 8.485 1.877 4.491  -0.690
Br: 7.086 0.566 4.178  0.681
H: 7.796 3.083 2.820  0.018
H: 9.338 3.603 3.536  0.059
H: 8.139 2.482 5.326  0.057
H: 9.376 1.328 4.780  0.048

Calculated values
**Highest occupied orbital energy**: -8.6 eV
**Charge**: 0
**SMILES**: CCCCCCCCC[Si@@](S)(I)O[Si@](S)(CCCCN)COC.BrCCBr.BrCCBr.BrCCBr.BrCCBr.BrCCBr.BrCCBr.BrCCBr
**Gap between HOMO and LUMO**: 8.9 eV